C5H9NO | ωB97M-V/def2-TZVPD

Calculated values
- Energy above the lowest of the compared OMol25 structures with the same formula, charge and spin: 86.88 kcal/mol
- Charge: 0
- M: 99.133 Da
- Gap between HOMO and LUMO: 0.328 Ha
- E: -8865.4450 eV
- HOMO: -8.21 eV

The geometry in XYZ format:
```
16
C5H9NO | the OMol25 dataset | ωB97M-V/def2-TZVPD
C 0.21276 -1.79358 -0.39302
C 0.12405 0.55011 0.63550
C -0.59813 -0.57819 -0.07818
N 0.28808 1.75585 -0.20028
C 1.45844 0.12796 1.22316
C -1.86506 -0.44494 -0.43981
O 2.36342 1.01434 1.09330
H 2.05210 1.82767 0.60525
H -0.57060 2.28710 -0.25366
H 0.53229 1.48138 -1.14801
H -0.45816 0.83627 1.52422
H 1.11571 -1.51475 -0.93633
H -0.35870 -2.50253 -0.98670
H 0.53127 -2.26384 0.53252
H -2.44466 0.43146 -0.19376
H -2.38282 -1.21432 -0.98421
```



CHIS2 | ωB97M-V/def2-TZVPD

Calculated values
- Energy above the lowest of the compared OMol25 structures with the same formula, charge and spin: 1.66 kcal/mol
- Charge: 0
- M: 204.057 Da
- Gap between HOMO and LUMO: 0.339 Ha
- E: -30823.9421 eV
- HOMO: -9.44 eV

The geometry in XYZ format:
```
5
CHIS2 | the OMol25 dataset | ωB97M-V/def2-TZVPD
C 1.29867 -1.02888 -0.31281
S 1.64528 -0.47109 1.10062
S 0.92848 -1.69609 -1.65033
I -1.31222 1.18158 0.12151
H -2.56021 2.01448 0.74101
```



C38H46BClF4NO3 | ωB97M-V/def2-TZVPD

Calculated values
- Charge: -1
- M: 687.047 Da
- Gap between HOMO and LUMO: 0.253 Ha
- E: -71861.2035 eV
- HOMO: -5.73 eV

The geometry in XYZ format:
```
94
C38H46BClF4NO3 | the OMol25 dataset | ωB97M-V/def2-TZVPD
C 2.32790 -4.29884 0.04116
C 1.55930 -3.70917 1.24330
C 2.12890 -4.13156 2.60885
O 2.38308 -3.02863 3.46388
C 3.76558 -2.75728 3.66552
C 4.37419 -2.24680 2.36841
C 5.28337 -3.00498 1.63359
Cl 5.83084 -4.57623 2.19284
C 5.82469 -2.58421 0.42268
C 5.47355 -1.34040 -0.06818
C 4.58363 -0.56000 0.65193
C 4.02684 -0.98249 1.85921
C 3.09091 -0.05083 2.54791
O 2.91392 -0.07364 3.73933
C 2.38081 0.94828 1.71362
C 1.18997 1.48011 2.14898
C 0.50432 2.41942 1.38615
C -0.77571 2.92913 2.02473
C -1.99451 2.01894 1.72005
C -2.45055 1.10101 2.86653
C -1.64487 -0.22781 2.84626
C -3.94108 0.79721 2.61981
C -4.21811 0.21913 1.23312
C -5.61853 -0.37198 1.16150
C -6.13695 -0.97301 0.06468
C -6.10559 -0.35237 -1.31186
C -6.76599 -2.35973 0.20027
C 0.99527 2.83800 0.13706
C 0.21941 3.89962 -0.64232
C -0.78531 3.42971 -1.67887
C -2.12057 3.21084 -1.35542
C -3.05313 2.81043 -2.30519
C -2.67537 2.59731 -3.62433
C -1.34634 2.81840 -3.96966
C -0.43151 3.23590 -3.01332
C 2.22206 2.28819 -0.32590
C 2.77797 2.68897 -1.67540
C 3.02821 1.53298 -2.66757
C 1.78272 0.87660 -3.25330
N 0.80065 0.47772 -2.26080
C 2.90913 1.37107 0.48829
C 4.23266 0.80210 0.13773
O 5.06704 1.38919 -0.50866
H 2.98471 -3.55858 -0.41270
H 1.65510 -4.62537 -0.74860
H 2.94563 -5.15156 0.32866
H 0.50770 -3.95906 1.13490
H 1.66446 -2.62692 1.17725
H 2.98988 -4.78919 2.48717
H 1.36115 -4.72669 3.11038
H 3.86360 -2.01856 4.44786
H 4.25637 -3.68327 3.95645
H 6.52269 -3.20567 -0.11450
H 5.89308 -0.99755 -1.00154
H 0.82324 1.15720 3.11221
H -0.59273 2.88590 3.10018
H -0.96065 3.97673 1.80858
H -2.83349 2.68714 1.50571
H -1.81063 1.47324 0.79748
H -2.36385 1.63196 3.81425
H -1.05354 -0.26644 1.93440
H -2.28256 -1.10913 2.84233
H -0.95418 -0.25006 3.68655
H -4.49927 1.73779 2.68168
H -4.33584 0.14419 3.40123
H -3.53522 -0.60417 1.03265
H -4.13877 0.98188 0.45647
H -6.23215 -0.31541 2.06154
H -6.71197 0.55101 -1.30794
H -5.09697 -0.09065 -1.63751
H -6.54060 -1.03734 -2.03670
H -7.82228 -2.26041 0.48021
H -6.25943 -2.86970 1.00892
H -6.67463 -2.89029 -0.74115
H -0.32011 4.52151 0.06601
H 0.92604 4.57031 -1.12691
H -2.48412 3.37654 -0.35139
H -4.09172 2.66635 -2.03353
H -3.36180 2.27641 -4.39411
H -0.98563 2.66986 -4.97768
H 0.58479 3.42344 -3.32131
H 3.73743 3.17806 -1.50191
H 2.15012 3.43348 -2.14149
H 3.57505 1.96594 -3.50806
H 3.66269 0.74675 -2.27638
H 2.12577 -0.03170 -3.76583
H 1.34301 1.48391 -4.04310
H 0.09299 -0.12498 -2.66422
H 1.21748 0.03673 -1.45365
B -0.11124 -2.19135 -4.68547
F -0.67064 -3.28954 -5.35517
F -0.37027 -1.00625 -5.40614
F -0.68396 -2.08050 -3.39248
F 1.28245 -2.36625 -4.56027
```



C43H40BrN11O6SZr | ωB97M-V/def2-TZVPD

Calculated values
- Energy above the lowest of the compared OMol25 structures with the same formula, charge and spin: 0.00 kcal/mol
- Charge: 0
- M: 1010.059 Da
- Gap between HOMO and LUMO: 0.288 Ha
- E: -156079.0062 eV
- HOMO: -7.91 eV

The geometry in XYZ format:
```
103
C43H40BrN11O6SZr | the OMol25 dataset | ωB97M-V/def2-TZVPD
Zr -0.13333 -0.44027 0.25934
N -4.22360 -0.36662 2.45671
C -3.30087 -1.32706 1.98462
S -2.60782 -0.85241 0.46283
N -3.20705 -2.39544 2.63597
N -2.34647 -3.31394 2.12347
C -2.56392 -4.46984 2.53484
C -1.72499 -5.66983 2.16230
C -1.35734 -6.58989 3.15425
C -0.48374 -7.64440 2.80071
C -0.14859 -7.80309 1.46877
C -0.54536 -6.85101 0.54032
N -1.34858 -5.79104 0.87360
H -4.39286 0.48315 1.95049
H -4.61462 -0.36857 3.36080
H -3.28130 -4.60507 3.37128
H -1.74372 -6.45738 4.15516
H -0.08464 -8.30593 3.56757
H 0.50926 -8.54504 1.09270
H -0.29830 -7.03963 -0.49336
C 2.53770 4.20771 -2.88366
C 1.22995 4.71110 -3.37145
C 1.09408 5.44673 -4.52228
C -0.13239 5.91050 -4.96381
C -1.27975 5.61344 -4.25394
C -1.17346 4.82813 -3.07224
C 0.06039 4.43998 -2.62678
N 0.15580 3.66463 -1.42348
C -0.09985 2.35537 -1.30573
N -0.60931 1.78896 -2.40191
C -1.09051 0.50123 -2.76821
C -0.93401 -0.58328 -1.87592
C -1.47495 -1.80884 -2.39732
C -2.10050 -1.89028 -3.62234
C -2.22138 -0.76746 -4.44270
C -1.79387 0.48068 -4.00057
C -1.99544 1.75305 -4.78608
N -0.06524 1.75543 -0.14527
C 0.27816 2.65324 0.90938
C 1.58850 2.63386 1.35916
C 1.99644 3.49173 2.36105
C 1.08809 4.43836 2.88990
C -0.26533 4.39122 2.44403
C -0.63665 3.58505 1.39069
C -2.09618 3.60072 0.88582
H 3.31913 4.27724 -3.65772
H 2.43142 3.18498 -2.51781
H 2.83874 4.82009 -2.04729
H 1.98333 5.58116 -5.13644
H -0.18774 6.38425 -5.96035
H -2.17278 6.03992 -4.58916
H -2.05993 4.69844 -2.38624
H 0.79574 4.00777 -0.79016
H -0.44103 2.32352 -3.22099
H -1.47673 -2.70594 -1.85609
H -2.49510 -2.83260 -3.92822
H -2.79958 -0.84740 -5.36607
H -2.72134 1.57263 -5.59477
H -1.01244 2.04267 -5.19130
H -2.40378 2.51016 -4.13754
H 2.25408 1.88742 0.96045
H 3.00434 3.44233 2.70739
H 1.43477 5.14941 3.66315
H -1.03691 5.02885 2.85751
H -2.79802 3.40508 1.72127
H -2.14394 2.80831 0.17524
H -2.31037 4.56396 0.37218
O 2.20887 -5.70104 2.42248
C 2.39886 -5.61693 1.11274
O 2.96237 -6.48401 0.51375
C 1.82443 -4.41453 0.31095
C 1.85218 -4.26664 -1.06551
N 1.09068 -3.20955 -1.40893
N 0.58207 -2.62217 -0.31911
C 1.07185 -3.29273 0.72507
C 0.69489 -2.77562 2.04067
O 0.90394 -3.48487 3.01192
O 0.17347 -1.61748 2.01496
H 1.67959 -4.90257 2.71497
H 2.37230 -4.85915 -1.75269
H 0.86294 -2.83227 -2.29839
O 1.98970 1.11027 -2.02010
C 2.63766 0.31504 -1.34503
C 4.05168 0.04679 -1.66399
C 4.45679 -0.99186 -0.64640
C 3.25875 -1.14222 0.22850
O 3.13930 -1.88950 1.16633
N 2.17500 -0.39383 -0.30470
H 4.69085 0.91876 -1.64856
H 4.12934 -0.35703 -2.67135
H 5.30503 -0.72259 -0.03871
H 4.67432 -1.93519 -1.13033
Br 2.28932 0.16317 3.91035
C 0.47841 0.70597 4.07142
C 0.09007 1.19540 5.29028
C -1.12498 1.82294 5.42431
C -1.92283 1.90460 4.29184
C -1.45858 1.32581 3.11476
N -0.28118 0.74845 3.01930
H 0.78796 1.02275 6.14462
H -1.31157 2.27086 6.37737
H -2.85562 2.43072 4.25512
H -2.04215 1.34004 2.23633
```



C3H6N2O | ωB97M-V/def2-TZVPD

Calculated values
- Energy above the lowest of the compared OMol25 structures with the same formula, charge and spin: 78.32 kcal/mol
- Charge: 0
- M: 86.094 Da
- Gap between HOMO and LUMO: 0.343 Ha
- E: -8233.3024 eV
- HOMO: -8.67 eV

The geometry in XYZ format:
```
12
C3H6N2O | the OMol25 dataset | ωB97M-V/def2-TZVPD
C -1.12510 -0.92162 -0.43082
N 0.23555 -0.53120 -0.72831
C 0.72599 0.56926 -0.21838
N 0.19855 1.78254 -0.09603
C 1.28463 -0.55240 0.62824
O 0.73656 -0.76618 1.71670
H -1.87423 -0.14896 -0.64880
H -1.38177 -1.82216 -0.99353
H -1.02061 -1.10662 0.67471
H 0.70923 2.52282 0.35877
H -0.68040 2.02034 -0.53503
H 2.19159 -1.04582 0.27249
```